Here is a molecular structure, C32H34ClPSn from the Open Molecules 2025 dataset. Energies are from wB97M-V/def2-TZVPD.

Its charge is +2. Its spin multiplicity is 1. For the HOMO-LUMO gap (alpha / beta), the calculation gives 0.14756 / 0.14768 hartree.

Structure (XYZ):
```
69
C32H34ClPSn, DFT wB97M-V/def2-TZVPD
C -0.100 0.215 -7.203
C 1.264 0.725 -7.223
C -0.338 -1.180 -7.564
C -1.208 1.162 -7.269
Cl -0.311 -0.274 -4.257
H -0.313 -1.149 -8.670
H -1.303 -1.576 -7.225
H 0.426 -1.874 -7.194
H 1.421 0.919 -8.301
H 2.017 0.017 -6.856
H 1.406 1.651 -6.653
H -1.255 1.393 -8.351
H -1.042 2.085 -6.701
H -2.171 0.759 -6.933
C 1.724 -1.924 -0.106
C 1.112 -2.889 -0.927
C 1.085 -2.410 -2.272
H 0.783 -3.876 -0.584
C 1.844 -1.154 -2.276
C 2.152 -0.839 -0.915
H 2.607 0.092 -0.562
H 1.838 -2.013 0.993
H 0.953 -3.064 -3.149
H 2.234 -0.653 -3.154
C -2.491 0.581 -0.445
C -2.654 -0.637 0.258
C -2.853 -1.667 -0.667
H -2.641 -0.775 1.359
C -2.741 -1.134 -1.991
C -2.630 0.319 -1.840
H -2.754 1.047 -2.640
H -2.267 1.556 -0.002
H -3.129 -2.699 -0.408
H -3.147 -1.644 -2.888
Sn -0.426 -0.511 -2.014
C -1.009 4.401 4.164
C -1.203 4.205 2.784
C -0.895 2.969 2.215
C -0.427 1.939 3.065
C -0.181 2.146 4.430
C -0.479 3.389 4.984
P 0.044 0.356 2.288
C 1.823 0.358 2.744
C 2.613 1.343 2.092
C 3.959 1.469 2.444
C 4.519 0.605 3.405
C 3.732 -0.364 4.039
C 2.381 -0.492 3.708
C -0.716 -0.826 3.438
C -0.308 -2.186 3.352
C -0.956 -3.168 4.112
C -2.012 -2.796 4.952
C -2.457 -1.469 5.019
C -1.834 -0.485 4.238
H -1.225 5.371 4.615
H -1.584 5.018 2.152
H -0.962 2.825 1.129
H 0.263 1.346 5.029
H -0.295 3.537 6.053
H 2.133 2.032 1.374
H 4.543 2.250 1.938
H 5.578 0.716 3.645
H 4.183 -1.022 4.785
H 1.772 -1.220 4.240
H 0.525 -2.479 2.690
H -0.617 -4.207 4.047
H -2.538 -3.552 5.526
H -3.285 -1.154 5.671
H -2.178 0.561 4.260
```



Here is a molecular structure, C32H34MoN2S2Si from the Open Molecules 2025 dataset. Energies are from wB97M-V/def2-TZVPD.

Its charge is +2. Its spin multiplicity is 3. The expectation value of S² is 2.03. The calculation puts the energy above the lowest of the compared OMol25 structures with the same formula, charge and spin at 0.0 kJ/mol. For the HOMO-LUMO gap (alpha / beta), the calculation gives 0.28137 / 0.27516 hartree.

Structure (XYZ):
```
72
C32H34MoN2S2Si, DFT wB97M-V/def2-TZVPD
Mo 0.989 0.682 1.207
C -0.757 0.341 2.263
Si -1.778 0.083 0.693
C -0.524 0.393 -0.822
N 0.875 -0.119 -0.771
C 1.752 0.424 -1.873
C 1.957 -0.571 -3.014
C 0.683 -1.361 -3.286
C 0.319 -2.205 -2.054
C 0.915 -1.618 -0.775
C -2.390 -1.654 0.505
C -3.351 -1.908 -0.478
C -3.801 -3.199 -0.714
C -3.298 -4.255 0.033
C -2.352 -4.020 1.022
C -1.906 -2.728 1.255
C -3.013 1.436 0.427
C -3.378 1.856 -0.856
C -4.288 2.888 -1.034
C -4.845 3.518 0.071
C -4.503 3.106 1.352
C -3.596 2.071 1.527
H -0.785 -0.520 2.930
H -1.105 1.214 2.817
H -0.487 1.460 -1.058
H -1.077 -0.097 -1.629
H 2.711 0.705 -1.438
H 1.272 1.333 -2.231
H 2.775 -1.256 -2.777
H 2.271 -0.007 -3.892
H 0.812 -2.002 -4.156
H -0.125 -0.669 -3.540
H 0.726 -3.213 -2.153
H -0.761 -2.322 -1.952
H 1.964 -1.892 -0.665
H 0.376 -1.983 0.099
H -3.773 -1.091 -1.054
H -4.553 -3.379 -1.471
H -3.653 -5.261 -0.146
H -1.976 -4.842 1.616
H -1.178 -2.564 2.044
H -2.958 1.382 -1.737
H -4.567 3.198 -2.033
H -5.555 4.323 -0.067
H -4.949 3.585 2.213
H -3.354 1.756 2.537
S 2.363 2.235 2.093
C 1.357 3.094 0.902
C 1.886 3.461 -0.350
C 1.074 4.071 -1.284
C -0.275 4.305 -1.002
C -0.809 3.952 0.224
C 0.006 3.358 1.187
H 2.934 3.286 -0.558
H 1.487 4.377 -2.236
H -0.901 4.787 -1.742
H -1.847 4.152 0.453
H -0.376 3.176 2.183
S 2.707 -3.053 3.403
C 1.662 -1.800 2.975
N 2.085 -0.968 2.050
C 3.383 -1.317 1.637
C 4.178 -0.641 0.710
C 5.426 -1.148 0.422
C 5.899 -2.312 1.045
C 5.134 -2.977 1.978
C 3.871 -2.462 2.267
H 0.703 -1.703 3.457
H 3.846 0.285 0.260
H 6.061 -0.632 -0.285
H 6.885 -2.683 0.802
H 5.503 -3.864 2.474
```



Here is a molecular structure, C32H34N2OPS3SiTa from the Open Molecules 2025 dataset. Energies are from wB97M-V/def2-TZVPD.

Its charge is +2. Its spin multiplicity is 1. The calculation puts the energy above the lowest of the compared OMol25 structures with the same formula, charge and spin at 104.4 kJ/mol. For the HOMO-LUMO gap, the calculation gives 0.18597 hartree.

Structure (XYZ):
```
75
C32H34N2OPS3SiTa, DFT wB97M-V/def2-TZVPD
Ta 0.691 0.884 -0.886
C -0.974 1.811 2.468
C -2.361 1.882 1.889
C -3.315 2.634 2.568
C -4.617 2.743 2.109
C -5.008 2.087 0.950
C -4.084 1.335 0.252
C -2.767 1.233 0.712
P -1.654 0.143 -0.192
C -2.453 -0.444 -1.691
C -2.888 -1.767 -1.770
C -3.558 -2.204 -2.900
C -3.796 -1.316 -3.939
C -3.351 -0.003 -3.862
C -2.664 0.458 -2.746
C -2.142 1.871 -2.708
C -1.148 -1.195 0.912
C -2.102 -1.822 1.713
C -1.702 -2.743 2.664
C -0.350 -3.006 2.841
C 0.604 -2.367 2.063
C 0.222 -1.465 1.079
C 1.285 -0.820 0.210
H -1.025 1.659 3.546
H -0.435 2.745 2.297
H -0.367 0.994 2.069
H -3.027 3.139 3.482
H -5.332 3.336 2.664
H -6.028 2.155 0.595
H -4.391 0.818 -0.649
H -2.710 -2.451 -0.949
H -3.903 -3.227 -2.962
H -4.335 -1.646 -4.818
H -3.543 0.678 -4.682
H -2.715 2.520 -3.370
H -1.108 1.914 -3.074
H -2.200 2.324 -1.714
H -3.151 -1.573 1.604
H -2.439 -3.239 3.281
H -0.036 -3.711 3.599
H 1.656 -2.573 2.221
H 1.619 -1.544 -0.547
H 2.167 -0.545 0.803
C 0.781 -2.351 -3.562
Si 1.266 -0.618 -4.038
C 3.086 -0.366 -4.285
C 0.201 0.141 -5.350
O 0.896 0.317 -2.580
H 0.417 -2.882 -4.445
H -0.029 -2.362 -2.829
H 1.622 -2.921 -3.166
H 3.464 -1.142 -4.956
H 3.651 -0.448 -3.354
H 3.307 0.600 -4.741
H 0.449 -0.314 -6.313
H 0.374 1.214 -5.447
H -0.860 -0.037 -5.168
S 5.409 3.454 3.650
C 4.169 3.038 2.688
S 3.351 4.181 1.605
C 2.374 2.882 1.027
N 2.596 1.730 1.559
N 3.583 1.805 2.485
C 3.961 0.587 3.140
C 4.116 -0.559 2.371
C 4.478 -1.748 2.982
C 4.689 -1.788 4.352
C 4.526 -0.638 5.112
C 4.159 0.557 4.512
S 1.108 3.045 -0.179
H 3.985 -0.507 1.298
H 4.618 -2.640 2.385
H 4.990 -2.711 4.827
H 4.685 -0.666 6.181
H 4.014 1.446 5.107
```



- Which value of charge does entry 2 give?
  +2



- Look up the charge of the first one.
  +2